DFT (the ωB97M-V functional and the def2-TZVPD basis) results for 3 unconnected molecules or ions with the total composition C14H29O4S3.

XYZ file:
```
50
C14H29O4S3 the ωB97M-V functional and the def2-TZVPD basis
C -0.2882 -1.1104 -2.1977
C 0.3131 0.2991 -1.9457
C -0.7394 1.3008 -1.4730
C -0.1495 2.5236 -0.7738
C 0.6813 2.1073 0.4487
C 0.6066 3.3915 -1.7901
S 1.1768 4.9446 -1.0346
H -0.1992 -1.3937 -3.2446
H -1.3384 -1.1264 -1.9322
H 0.2277 -1.8755 -1.6173
H 1.1363 0.2279 -1.2383
H 0.7119 0.6318 -2.8990
H -1.4567 0.8205 -0.8046
H -1.2508 1.6708 -2.3622
H -0.9832 3.1249 -0.4062
H 0.3563 1.1695 0.9125
H 0.5849 2.8714 1.2174
H 1.7442 2.0551 0.2110
H 1.5176 2.8556 -2.0915
H 2.1280 4.6510 -0.0905
C -5.9008 -1.1543 0.9095
C -5.5391 -1.4557 2.3708
C -4.0190 -1.2997 2.5072
S -3.5250 -0.1005 1.2599
O -2.7001 -0.7760 0.2942
O -3.1054 1.1153 1.9013
C -5.1523 0.1252 0.5503
H -6.9755 -1.0386 0.7734
H -5.5662 -1.9723 0.2680
H -6.0435 -0.7414 3.0249
H -5.8581 -2.4539 2.6688
H -3.7224 -0.9254 3.4834
H -3.4944 -2.2280 2.2910
H -5.0514 0.2934 -0.5191
H -5.5985 0.9971 1.0276
C 4.0616 0.0541 -0.0747
C 5.3899 -0.4706 -0.6345
C 5.7353 -1.7537 0.1325
S 4.1642 -2.4597 0.6505
O 4.1086 -2.4360 2.0925
O 3.9273 -3.6865 -0.0725
C 3.1322 -1.1525 0.0012
H 3.6375 0.8392 -0.6986
H 4.2156 0.4676 0.9242
H 5.2729 -0.6961 -1.6964
H 6.1861 0.2668 -0.5426
H 6.2576 -2.4832 -0.4814
H 6.3112 -1.5471 1.0325
H 2.2764 -1.0064 0.6566
H 2.7961 -1.4607 -0.9885
```

Properties
Energy above the lowest of the compared OMol25 structures with the same formula, charge and spin in kcal/mol: 5.35
Net charge: -1
Lowest unoccupied orbital energy in eV: 2.19
Highest occupied orbital energy in eV: -1.89
Calculated total energy in a.u.: -2046.2890

***

DFT (the ωB97M-V functional and the def2-TZVPD basis) results for 2 unconnected molecules or ions with the total composition C3H7N2OP in a non-equilibrium geometry.

XYZ file:
```
14
C3H7N2OP the ωB97M-V functional and the def2-TZVPD basis
C -1.0027 0.4657 2.4271
C -0.1216 0.6207 1.3477
C -0.5676 -1.2675 -0.7595
N 0.1016 -0.1562 2.5474
N 1.4303 0.5966 -0.9977
O -1.0231 1.4660 -1.0532
P -0.1297 0.4889 -0.4465
H -1.9317 0.6775 2.8999
H 0.7535 2.4871 1.2198
H -0.4856 -1.4296 -1.8319
H 0.0864 -1.9457 -0.2242
H -1.6018 -1.4256 -0.4580
H 2.1356 0.0759 -0.4986
H 1.6817 1.5666 -1.1235
```

Properties
Energy above the lowest of the compared OMol25 structures with the same formula, charge and spin in kcal/mol: 62.59
Lowest unoccupied orbital energy (spin up / spin down) in eV: -0.12 / -0.12
Highest occupied orbital energy (spin up / spin down) in eV: -8.74 / -8.76
Calculated total energy in a.u.: -644.4694

***

DFT (the ωB97M-V functional and the def2-TZVPD basis) results for a gas-phase ion, C6H9ClNO (charge +1) in a non-equilibrium geometry.

XYZ file:
```
18
C6H9ClNO the ωB97M-V functional and the def2-TZVPD basis
C 0.4484 0.3521 1.9065
C 1.5733 -0.3692 1.2786
C -0.5399 0.9967 1.2574
C 1.6207 -0.7485 0.0126
C -0.2037 0.1160 -1.0563
C -1.1516 -0.9830 -0.7223
N -0.3456 1.3536 -0.1682
O -0.0120 0.4931 -2.3267
Cl 2.6590 -1.5844 -1.0011
H 0.4398 0.1933 2.8909
H 2.3904 -0.8273 1.8053
H -1.3996 1.2462 1.7784
H -1.2423 -1.7173 -1.5234
H -2.1944 -0.7657 -0.7430
H -0.9477 -1.3693 0.2029
H -1.0749 1.8812 -0.4182
H 0.6125 1.8041 -0.4049
H -0.6326 -0.0717 -2.7682
```

Properties
Energy above the lowest of the compared OMol25 structures with the same formula, charge and spin in kcal/mol: 83.06
Net charge: +1
Lowest unoccupied orbital energy in eV: -3.98
Highest occupied orbital energy in eV: -13.03
Calculated total energy in a.u.: -823.7920

***

DFT (the ωB97M-V functional and the def2-TZVPD basis) results for C4H5I in the gas phase in a non-equilibrium geometry.

XYZ file:
```
10
C4H5I the ωB97M-V functional and the def2-TZVPD basis
C 0.1555 1.2927 -0.6539
C 0.1555 1.2935 0.6536
C -0.3704 0.0738 0.0004
C 0.3443 -1.2498 0.0004
I -2.5500 -0.2292 -0.0001
H 0.3419 1.7812 -1.5787
H 0.3412 1.7829 1.5778
H 0.0770 -1.8329 0.8809
H 1.4215 -1.0833 0.0043
H 0.0834 -1.8289 -0.8848
```

Properties
Energy above the lowest of the compared OMol25 structures with the same formula, charge and spin in kcal/mol: 20.04
Lowest unoccupied orbital energy in eV: 0.79
Highest occupied orbital energy in eV: -9.08
SMILES: CC1(I)C=C1
Calculated total energy in a.u.: -453.0163

***

DFT (the ωB97M-V functional and the def2-TZVPD basis) results for C6H10O in the gas phase.

XYZ file:
```
17
C6H10O the ωB97M-V functional and the def2-TZVPD basis
C 1.4245 -1.0524 1.4231
C 1.0098 -0.3597 0.1351
C -0.2628 -0.9213 -0.5604
C -0.8796 0.4707 -0.4752
C -1.7983 1.1471 -1.3851
O -2.2197 0.6999 -0.0999
C 0.3112 1.0199 0.3027
H 0.5768 -1.1081 2.1171
H 1.7694 -2.0753 1.2335
H 2.2326 -0.5073 1.9248
H 1.8584 -0.3040 -0.5552
H -0.1250 -1.3249 -1.5685
H -0.8060 -1.6546 0.0457
H -1.7437 2.2299 -1.5054
H -2.2248 0.6048 -2.2300
H 0.0549 1.2565 1.3411
H 0.8224 1.8789 -0.1433
```

Properties
Energy above the lowest of the compared OMol25 structures with the same formula, charge and spin in kcal/mol: 31.85
Lowest unoccupied orbital energy in eV: 1.04
Highest occupied orbital energy in eV: -10.01
SMILES: C[C@H]1C[C@]2(CO2)C1
Calculated total energy in a.u.: -309.7916

***

DFT (the ωB97M-V functional and the def2-TZVPD basis) results for 7 unconnected molecules or ions with the total composition C17H18Cl12N2O4 in a non-equilibrium geometry.

XYZ file:
```
53
C17H18Cl12N2O4 the ωB97M-V functional and the def2-TZVPD basis
C -13.5856 28.3281 -28.3783
Cl -15.2066 27.9080 -29.1008
Cl -12.4068 28.5880 -29.6294
Cl -13.6433 29.7304 -27.3617
Cl -13.0147 26.8972 -27.4118
C -17.5268 22.5720 -26.1016
Cl -16.1267 22.2081 -27.0825
Cl -17.8147 24.3469 -26.1736
Cl -18.9130 21.7666 -26.9387
Cl -17.4273 22.0141 -24.3845
C -13.8141 34.4080 -22.4326
Cl -12.2540 34.2832 -23.2397
Cl -13.8994 35.6439 -21.2023
Cl -15.0134 34.6837 -23.5339
Cl -14.0800 32.8828 -21.6300
C -10.1189 28.8281 -18.9744
N -11.4343 28.8059 -18.3361
O -12.4282 28.7250 -18.9868
O -11.3121 28.8603 -17.0868
H -9.5926 27.8923 -18.7866
H -9.7733 29.7800 -18.5713
H -10.2245 28.9646 -20.0507
C -16.7628 28.5991 -23.1235
N -18.0380 29.4042 -23.1176
O -19.1198 28.8076 -23.1904
O -18.0294 30.6141 -23.2738
H -16.3054 28.7167 -24.1059
H -17.0383 27.5999 -22.7862
H -16.0274 29.0830 -22.4807
C -21.0381 26.5000 -17.3416
C -20.4686 27.4893 -18.2105
C -21.2006 28.5768 -18.7061
C -22.5651 28.5413 -18.4207
C -23.1446 27.6039 -17.5804
C -22.3502 26.6061 -16.9879
H -20.3411 25.7501 -16.9975
H -19.5312 27.3835 -18.7364
H -20.8521 29.3220 -19.4059
H -23.2064 29.1925 -18.9961
H -24.2174 27.6201 -17.4569
H -22.8476 25.8148 -16.4468
C -24.1502 35.7031 -23.1801
C -23.1685 34.7731 -23.2346
C -23.0471 33.9480 -22.0911
C -23.6721 34.1932 -20.8476
C -24.6115 35.2492 -20.8078
C -24.8599 35.9471 -22.0232
H -24.3898 36.2533 -24.0780
H -22.6773 34.4776 -24.1500
H -22.3076 33.1853 -22.2858
H -23.5977 33.7109 -19.8842
H -25.2530 35.3283 -19.9426
H -25.5731 36.7526 -22.1176
```

Properties
Lowest unoccupied orbital energy in eV: -0.14
Highest occupied orbital energy in eV: -9.03
SMILES: C[N+](=O)[O-].C[N+](=O)[O-].ClC(Cl)(Cl)Cl.ClC(Cl)(Cl)Cl.ClC(Cl)(Cl)Cl.c1ccccc1.c1ccccc1
Calculated total energy in a.u.: -6591.0337

***

The lowest calculated total energy belongs to which entry?
C17H18Cl12N2O4

***

Number 4 is which compound?
C4H5I